1.
Here is C6H6ClOP in the gas phase from OMol25. Energies are from ωB97M-V with the def2-TZVPD basis set.

For the HOMO-LUMO gap (spin up / spin down), the calculation gives 7.4 / 7.7 eV.

```
15
Properties=species:S:1:pos:R:3:forces:R:3
C -1.053574 -0.906251 0.806133 -0.920 -1.180 2.583
C -0.216032 -0.590633 1.806516 2.134 0.656 -0.380
C -0.958519 -0.666935 -0.567999 0.324 -0.891 -2.636
C 1.139011 0.118919 1.706229 -1.973 -0.769 1.290
C 0.039135 -0.059469 -1.191893 2.477 1.085 2.334
C 1.613973 0.643276 0.623394 -2.469 -0.664 -4.193
O 0.598358 2.308099 -2.142371 1.135 1.005 0.409
P 0.568978 0.756120 -2.671841 -1.113 0.713 -0.233
Cl 2.968978 1.567534 0.242070 0.177 -0.079 0.205
H -1.905837 -1.557160 1.114324 0.598 0.779 -0.287
H -0.467368 -0.965050 2.789043 0.038 0.148 0.090
H -1.678136 -1.275483 -1.180383 0.402 1.059 0.266
H 1.711796 0.286852 2.596266 0.040 -0.212 0.858
H 1.386935 2.649219 -1.621292 -1.414 -1.086 -0.800
H 1.934679 0.536205 -2.792487 0.563 -0.564 0.496
```
Positions in Å, forces in eV/Å.

Löwdin population analysis, charges in e, atoms 1 to 4: atom 1 (C): -0.161, atom 2 (C): -0.060, atom 3 (C): -0.202, atom 4 (C): -0.191

---

2.
Here is a molecular structure, C51H46IN4O4P2Pd from OMol25. Energies are from ωB97M-V with the def2-TZVPD basis set.

Its multiplicity is 5. As for the charge: +3. For the HOMO-LUMO gap (spin up / spin down), the calculation gives 7.7 / 5.5 eV.

```
109
Properties=species:S:1:pos:R:3:forces:R:3
Pd -1.126609 -1.301169 -0.729673 1.028 0.036 0.459
C 1.996695 -4.847950 -2.351680 -0.083 -0.021 -0.016
C 0.793110 -5.341025 -1.629307 -0.425 0.436 -0.047
N 0.753303 -6.571773 -1.222135 0.710 -0.821 -0.036
C -0.323939 -7.117838 -0.654920 0.088 0.464 -0.206
C -1.516935 -6.404686 -0.478417 -0.326 0.408 0.268
C -2.731345 -7.076722 0.127894 0.030 0.017 -0.185
O -3.219994 -6.358088 1.252191 0.066 0.077 0.038
C -1.522515 -5.055649 -0.804229 0.173 -0.053 0.185
C -2.712327 -4.266566 -0.553853 -0.464 0.052 -0.015
N -2.784251 -2.993069 -0.455818 0.275 0.053 -0.095
C -4.074926 -2.457775 -0.229601 -0.496 -0.084 0.151
C -4.934069 -3.000406 0.729775 0.196 0.076 -0.072
C -6.210388 -2.488002 0.892560 -0.046 -0.026 0.002
C -6.653931 -1.440058 0.098483 -0.029 0.001 0.048
C -5.810556 -0.879736 -0.851058 0.055 0.076 -0.050
C -4.532125 -1.385399 -0.984050 0.406 0.014 -0.302
I -3.195432 -0.570815 -2.424498 -0.700 -0.044 0.178
C -0.362815 -4.443847 -1.416865 0.170 -0.295 -0.284
O -0.343430 -3.271775 -1.838161 0.117 -0.499 -0.216
H 2.554427 -5.693569 -2.744882 0.015 0.000 0.033
H 2.638135 -4.301115 -1.655946 0.037 0.020 -0.007
H 1.713640 -4.172265 -3.157416 0.026 0.022 0.008
H -0.216759 -8.145190 -0.326688 -0.094 0.000 0.025
H -2.489872 -8.109068 0.377624 -0.017 -0.009 0.001
H -3.517514 -7.100518 -0.634323 -0.027 -0.101 0.083
H -3.109474 -6.882400 2.050806 -0.009 -0.041 -0.017
H -3.636088 -4.836227 -0.462065 -0.016 0.026 -0.009
H -4.578729 -3.820046 1.343642 -0.044 -0.032 0.005
H -6.865745 -2.922201 1.635410 -0.010 0.024 -0.001
H -7.656398 -1.052343 0.216307 0.000 0.001 -0.004
H -6.149304 -0.066482 -1.478445 -0.015 0.002 0.014
O 1.371810 -1.003208 5.829359 0.009 0.047 -0.076
C 0.073624 -1.519057 5.650290 -0.090 -0.090 0.145
C -0.237199 -1.541975 4.184314 -0.017 0.060 -0.143
C -1.545475 -1.584375 3.717861 0.130 -0.042 0.057
C -1.769382 -1.582115 2.355101 -0.189 -0.037 0.068
N -0.784011 -1.556851 1.461145 0.039 0.300 -0.234
C 0.487933 -1.532922 1.894184 -0.159 -0.041 0.260
C 0.787228 -1.519101 3.245913 0.071 -0.017 -0.020
C 1.531345 -1.514677 0.847953 0.229 0.024 -0.126
C 2.894419 -1.512749 1.111522 -0.038 0.043 -0.006
C 3.801283 -1.503747 0.057161 0.002 0.119 -0.020
C 5.274018 -1.436367 0.356082 0.055 -0.091 -0.001
O 5.454469 -0.387118 1.288078 -0.035 0.046 0.040
C 3.310454 -1.514611 -1.244077 -0.047 -0.011 0.128
C 1.939583 -1.505820 -1.432808 0.124 -0.091 -0.068
N 1.086609 -1.496202 -0.414811 -0.235 -0.082 0.034
H 1.587933 -0.996725 6.766969 0.028 -0.032 0.032
H -0.682338 -0.920590 6.170366 0.025 0.008 -0.026
H -0.005385 -2.546407 6.029797 -0.016 0.028 0.008
H -2.381372 -1.607834 4.404824 -0.030 0.024 -0.035
H -2.780876 -1.599110 1.967227 0.026 0.030 -0.039
H 1.806846 -1.473519 3.599347 -0.010 -0.009 -0.028
H 3.274397 -1.502228 2.123050 -0.036 0.010 0.008
H 5.836361 -1.263284 -0.565570 -0.008 -0.014 0.008
H 5.589207 -2.399445 0.774729 0.037 0.015 -0.044
H 6.361614 -0.394335 1.613988 -0.016 -0.035 -0.016
H 3.980629 -1.514154 -2.093575 -0.018 0.001 -0.022
H 1.501228 -1.497881 -2.423235 0.006 -0.037 -0.001
C 1.462090 1.733911 -1.156042 0.000 -0.166 0.677
P -0.272285 1.133523 -0.858897 -0.385 0.335 0.154
C -0.681705 1.642150 0.833595 -0.148 0.015 -0.117
C -2.039311 1.760466 1.148946 0.102 0.052 0.009
C -2.425590 2.130194 2.426036 -0.073 -0.017 -0.016
C -1.468257 2.351034 3.410220 0.011 0.008 0.014
C -0.124400 2.173358 3.121767 0.017 -0.002 0.097
C 0.268112 1.805663 1.840153 0.019 -0.030 -0.122
C -1.180882 2.210774 -2.010159 0.071 -0.065 0.073
C -1.987604 3.280299 -1.641726 0.123 -0.019 -0.039
C -2.612762 4.034460 -2.625472 -0.081 0.076 0.018
C -2.438127 3.731422 -3.967085 0.014 -0.019 -0.002
C -1.636270 2.658508 -4.338207 -0.007 -0.007 -0.050
C -1.019582 1.894398 -3.362464 0.031 -0.010 0.074
P 2.054222 3.215725 -0.220016 0.028 0.244 -1.517
C 1.018917 4.650679 -0.594100 0.143 -0.222 0.527
C 1.136325 5.244368 -1.852912 0.030 -0.009 -0.001
C 0.373946 6.363566 -2.134717 0.013 -0.001 -0.120
C -0.465713 6.905883 -1.168082 -0.011 -0.021 0.015
C -0.569974 6.316582 0.084122 -0.011 0.002 0.021
C 0.175341 5.185224 0.376960 -0.052 -0.067 0.063
C 3.699081 3.566714 -0.830982 -0.271 -0.139 0.494
C 4.242787 2.998730 -1.990479 0.011 -0.056 -0.010
C 5.494348 3.400469 -2.413855 0.017 -0.053 -0.065
C 6.235811 4.311671 -1.664337 -0.060 -0.016 0.035
C 5.713595 4.851198 -0.494315 0.056 -0.016 0.036
C 4.451779 4.479836 -0.074103 -0.101 0.082 -0.027
H 1.505464 1.966958 -2.221835 0.054 0.048 -0.028
H 2.185226 0.944226 -0.941137 0.031 0.000 -0.030
H -2.785462 1.582282 0.381397 -0.037 0.000 0.075
H -3.476590 2.251422 2.654890 0.006 -0.004 0.007
H -1.773686 2.649770 4.404352 0.005 0.001 -0.004
H 0.619491 2.312893 3.895881 0.009 -0.026 -0.015
H 1.320200 1.614928 1.648875 -0.010 -0.047 0.060
H -2.120078 3.535345 -0.599936 -0.005 0.078 -0.034
H -3.243061 4.866106 -2.338294 0.008 0.004 -0.001
H -2.928875 4.324613 -4.726968 -0.007 0.004 0.011
H -1.503668 2.414562 -5.383947 -0.002 -0.006 0.004
H -0.417915 1.034808 -3.649543 0.023 0.036 -0.053
H 1.811805 4.842115 -2.597933 0.014 0.030 -0.008
H 0.452199 6.825416 -3.110111 -0.007 0.018 0.016
H -1.028098 7.803484 -1.389300 -0.014 -0.017 -0.011
H -1.215706 6.746919 0.837810 0.011 0.008 -0.004
H 0.113845 4.727467 1.357459 -0.025 0.015 -0.006
H 3.685312 2.286841 -2.584150 -0.004 -0.015 0.009
H 5.895750 3.005967 -3.337699 0.032 -0.008 0.022
H 7.227542 4.593443 -1.991753 -0.015 0.032 -0.024
H 6.293684 5.551133 0.090988 0.000 0.004 -0.011
H 4.039897 4.888679 0.841251 0.020 0.058 -0.019
```
Positions in Å, forces in eV/Å.

Löwdin population analysis, charges in e, atoms 1 to 4: atom 1 (Pd): 0.691, atom 2 (C): 0.007, atom 3 (C): -0.202, atom 4 (N): 0.146

---

3.
Here is 5 unconnected molecules or ions with the total composition C2H13NO4 from OMol25. Energies are from ωB97M-V with the def2-TZVPD basis set.

Its multiplicity is 2. The value obtained for the energy relative to the best compared isomer or geometry (same formula, charge and spin) is 9.6 kcal per mole. As for the charge: +1. For the HOMO-LUMO gap (spin up / spin down), the calculation gives 10.3 / 6.6 eV.

```
20
Properties=species:S:1:pos:R:3:forces:R:3
C -1.109583 0.458294 1.622433 0.812 -0.660 -0.787
C -1.153270 -0.884123 1.274922 -0.624 -1.738 -0.955
N -0.281807 -1.680947 0.603214 -1.697 2.183 -0.516
H -0.171086 0.991640 1.489528 -0.313 0.483 0.275
H -2.085562 0.853320 1.861014 0.291 0.578 0.321
H -2.104488 -1.399108 1.381943 0.035 0.032 0.855
H 0.148921 -1.184958 -0.196769 0.665 -0.434 0.300
H -0.791985 -2.497107 0.269389 0.665 -0.346 0.031
H 2.086212 -0.818517 1.498626 -0.338 -0.477 0.206
H 3.387646 -0.938479 2.281435 -0.036 0.225 -0.307
O 2.979590 -0.488811 1.523872 0.302 0.030 0.242
H 0.378622 -0.899275 -2.680933 -0.165 -0.045 -0.297
H -0.990659 -0.216787 -2.584770 -0.031 -0.078 -0.007
O -0.554237 -1.083806 -2.507172 0.353 0.219 0.670
H -2.742692 1.804651 -2.523578 -0.438 0.097 -0.409
H -1.833930 1.938679 -1.332113 0.199 0.195 0.060
O -1.922213 1.474900 -2.166603 0.277 -0.295 0.300
H 2.669442 2.122372 0.216084 -0.299 0.480 -0.573
H 2.118686 0.815113 0.225439 0.066 -0.553 -0.223
O 1.972393 1.632946 -0.255961 0.276 0.103 0.815
```
Positions in Å, forces in eV/Å.

Löwdin population analysis, charges in e, atoms 1 to 4: atom 1 (C): 0.224, atom 2 (C): -0.106, atom 3 (N): 0.212, atom 4 (H): 0.092

---

4.
Here is a molecular structure, C12H15Cl2N6O2RhS2 from OMol25. Energies are from ωB97M-V with the def2-TZVPD basis set.

Its multiplicity is 5. The value obtained for the energy relative to the best compared isomer or geometry (same formula, charge and spin) is 0.8 kcal per mole. As for the charge: +2. For the HOMO-LUMO gap (spin up / spin down), the calculation gives 7.9 / 6.0 eV.

```
40
Properties=species:S:1:pos:R:3:forces:R:3
Rh -0.006311 0.111385 1.283737 0.003 -0.423 0.461
Cl -6.858647 -1.181190 -2.077402 0.931 0.216 0.594
C -5.279367 -1.111931 -1.352740 -1.476 2.307 -0.271
C -4.427419 -2.165728 -1.600030 -1.039 -0.104 0.323
C -3.243726 -2.181550 -0.955792 1.664 -1.256 0.266
Cl -2.400848 -3.729156 -0.981468 -0.184 1.653 0.187
C -2.706247 -1.004000 -0.205393 0.878 -0.777 0.755
O -1.552248 -1.075981 0.308001 -1.052 -0.288 -0.939
C -3.600773 0.115159 0.027773 -2.519 -1.205 -1.300
C -3.263420 1.105056 1.040527 2.209 0.479 0.210
O -2.136202 1.258220 1.564976 -1.888 -0.361 -0.824
C -4.925069 0.047335 -0.573625 1.903 0.622 1.384
H -4.897187 -2.991804 -2.119593 0.653 -0.237 -0.084
H -4.033612 1.799664 1.331496 -0.628 0.290 0.157
H -5.630958 0.909218 -0.369732 0.693 -1.388 -0.440
N 0.487851 2.229486 0.908416 -1.029 -0.224 -0.561
N 1.037507 2.930509 1.951193 0.611 0.901 0.542
C 1.100878 2.394576 3.202980 0.268 0.350 -1.045
N 1.755821 3.166638 4.046409 0.000 -1.265 3.953
S 0.455606 0.881324 3.605880 0.114 -0.239 -0.013
H 1.016861 2.206737 0.051104 0.595 0.355 -0.090
H -0.467373 2.510355 0.727051 -0.139 0.421 -0.125
H 1.231212 3.943459 1.855237 -0.279 -1.031 -0.203
H 2.249904 3.987992 3.769934 0.179 0.419 -0.164
H 1.834868 2.883701 5.100695 -0.264 0.728 -2.928
C 2.922681 -1.667676 -3.871720 -0.706 -1.858 2.112
C 3.012771 -0.376878 -3.058528 0.118 0.802 1.283
C 2.889026 -0.523988 -1.535719 -0.467 -0.587 -0.959
N 1.856582 -0.136329 -0.864605 -0.012 -0.449 -0.040
N 1.862193 -0.622622 0.421540 0.137 0.548 0.759
C 2.970605 -1.262021 0.758645 -1.268 -0.103 0.319
N 3.202061 -1.835018 1.966012 -1.712 1.169 -0.712
S 4.000370 -1.424363 -0.559708 1.146 -0.305 -0.868
H 3.017600 -1.541862 -4.917332 0.585 0.441 -0.979
H 1.889896 -2.052560 -3.754883 0.455 -0.009 0.063
H 3.606873 -2.526118 -3.501670 -0.867 1.634 -0.639
H 2.216422 0.358890 -3.255918 0.201 -0.441 -0.454
H 3.947189 0.140792 -3.211126 0.433 0.162 -0.371
H 2.758421 -1.400822 2.764430 0.067 -0.176 0.003
H 4.106208 -2.168899 2.080948 1.688 -0.772 0.635
```
Positions in Å, forces in eV/Å.

Löwdin population analysis, charges in e, atoms 1 to 4: atom 1 (Rh): 0.962, atom 2 (Cl): 0.801, atom 3 (C): -0.580, atom 4 (C): -0.137

---

What did we get for DFT total energy? Answer: -30172.7942 -97917.1317 -11955.9274 -75429.2100 eV, in the order shown.
What did we get for largest force on an atom? Answer: 4.9 1.5 2.8 4.2 eV/Å, in the order shown.